DFT (the ωB97M-V functional and the def2-TZVPD basis) results for a structure of composition C33H47BN8RhSi.

Last column: Mulliken charge in e.
Element x y z (Å)
Rh (0.189, -0.943, 0.190)  -0.616
C (0.498, -3.805, 2.235)  -1.235
C (1.642, -3.474, 1.334)  0.035
C (2.879, -4.106, 1.169)  -1.364
C (3.554, -3.369, 0.212)  0.782
C (4.917, -3.582, -0.357)  -1.432
N (2.755, -2.355, -0.169)  0.321
N (1.594, -2.428, 0.523)  0.686
B (2.996, -1.191, -1.172)  0.250
N (2.952, 0.113, -0.344)  0.848
N (2.115, 0.119, 0.725)  -0.134
C (2.547, 1.058, 1.561)  0.689
C (1.983, 1.252, 2.928)  -1.285
C (3.661, 1.702, 1.002)  -1.520
C (3.898, 1.060, -0.197)  0.721
C (4.970, 1.295, -1.208)  -1.461
N (1.853, -1.278, -2.213)  0.979
N (0.693, -1.856, -1.786)  -0.282
C (0.072, -2.339, -2.865)  0.638
C (-1.116, -3.233, -2.763)  -1.041
C (0.804, -2.002, -4.010)  -1.581
C (1.931, -1.347, -3.554)  0.643
C (3.089, -0.797, -4.316)  -1.353
H (0.661, -4.763, 2.723)  0.415
H (-0.437, -3.857, 1.674)  0.175
H (0.384, -3.043, 3.009)  0.191
H (3.234, -4.984, 1.681)  0.523
H (5.360, -4.471, 0.085)  0.409
H (5.568, -2.733, -0.149)  0.256
H (4.878, -3.714, -1.438)  0.274
H (4.063, -1.307, -1.701)  -0.202
H (1.174, 0.549, 3.114)  0.044
H (1.619, 2.269, 3.076)  0.245
H (2.763, 1.071, 3.669)  0.439
H (4.242, 2.498, 1.440)  0.530
H (5.544, 2.178, -0.935)  0.443
H (4.549, 1.450, -2.202)  0.183
H (5.652, 0.447, -1.268)  0.241
H (-1.527, -3.230, -1.756)  0.078
H (-0.814, -4.255, -2.996)  0.432
H (-1.898, -2.949, -3.467)  0.315
H (0.565, -2.245, -5.032)  0.528
H (2.901, -0.885, -5.384)  0.403
H (4.010, -1.334, -4.083)  0.254
H (3.249, 0.255, -4.078)  0.197
C (-4.595, -3.524, 1.407)  -0.544
C (-4.758, -3.354, 0.038)  -0.674
C (-3.939, -2.475, -0.655)  -0.262
C (-2.946, -1.742, 0.006)  0.418
C (-2.799, -1.930, 1.386)  -0.159
C (-3.616, -2.811, 2.083)  -0.975
Si (-1.913, -0.521, -0.960)  0.957
C (-2.771, 1.136, -0.973)  0.364
C (-3.621, 1.535, 0.061)  -0.497
C (-4.393, 2.682, -0.047)  -0.480
C (-4.319, 3.461, -1.195)  -0.639
C (-3.468, 3.092, -2.227)  -0.697
C (-2.705, 1.937, -2.116)  -0.140
H (-5.228, -4.217, 1.945)  0.396
H (-5.523, -3.909, -0.489)  0.442
H (-4.076, -2.353, -1.724)  0.392
H (-2.033, -1.386, 1.928)  0.340
H (-3.490, -2.941, 3.150)  0.457
H (-1.942, -0.878, -2.383)  -0.314
H (-3.719, 0.910, 0.943)  0.485
H (-5.071, 2.956, 0.752)  0.472
H (-4.934, 4.346, -1.291)  0.413
H (-3.417, 3.690, -3.129)  0.437
H (-2.066, 1.642, -2.943)  0.397
C (-1.547, 5.133, 0.497)  -0.974
C (-0.498, 4.384, 1.303)  -0.900
N (-0.847, 2.981, 1.565)  1.087
C (-1.767, 2.770, 2.684)  -0.684
C (-1.092, 2.596, 4.039)  -1.256
C (-0.399, 1.977, 0.798)  0.892
C (0.315, 2.329, -0.470)  -2.349
N (-0.551, 0.719, 1.141)  0.704
H (-1.289, 6.191, 0.448)  0.469
H (-2.533, 5.046, 0.955)  0.285
H (-1.623, 4.748, -0.519)  0.150
H (-0.368, 4.859, 2.277)  0.518
H (0.469, 4.420, 0.808)  0.330
H (-2.407, 1.919, 2.456)  0.051
H (-2.423, 3.640, 2.712)  0.566
H (-0.539, 1.659, 4.104)  0.174
H (-1.845, 2.599, 4.827)  0.476
H (-0.397, 3.412, 4.238)  0.295
H (1.282, 2.786, -0.255)  0.528
H (-0.285, 3.022, -1.057)  0.795
H (0.494, 1.431, -1.055)  -0.174
H (-1.027, 0.593, 2.026)  -0.232

Calculated values
- Multiplicity: 1
- Kohn-Sham gap (alpha / beta): 7.45 / 7.44 eV
- E_HOMO (alpha / beta): -10.741 / -10.741 eV
- Charge: +1

DFT (the ωB97M-V functional and the def2-TZVPD basis) results for a structure of composition C33H48AsB2BrF4N6O6Sr.

Last column: Mulliken charge in e.
Element x y z (Å)
Sr (9.331, 11.309, 13.045)  1.586
C (9.558, 15.104, 16.226)  -1.457
C (9.877, 14.017, 15.254)  -1.647
N (8.940, 13.326, 14.717)  0.820
O (7.743, 13.204, 15.478)  -0.541
B (7.077, 11.932, 15.308)  0.106
F (7.101, 11.621, 13.834)  -0.433
F (5.781, 11.918, 15.734)  -0.293
O (7.749, 10.785, 16.065)  -0.392
N (8.684, 10.201, 15.223)  1.340
C (9.565, 9.521, 15.917)  -0.316
C (9.194, 9.011, 17.277)  -1.620
C (10.778, 9.134, 15.210)  -0.251
N (11.026, 9.833, 14.118)  0.669
O (12.341, 9.657, 13.724)  -0.406
B (13.175, 10.913, 13.598)  0.104
F (13.741, 10.869, 12.279)  -0.319
F (14.151, 10.831, 14.614)  -0.273
O (12.547, 12.213, 13.633)  -0.266
N (11.710, 12.418, 14.814)  0.070
C (11.288, 13.753, 14.739)  1.908
C (11.629, 14.511, 13.488)  -1.389
C (11.613, 7.961, 15.665)  -1.601
H (8.515, 14.921, 16.543)  0.523
H (9.543, 16.030, 15.650)  0.301
H (10.282, 15.258, 17.064)  0.205
H (8.383, 9.639, 17.629)  0.533
H (10.060, 9.059, 17.991)  0.337
H (8.809, 7.959, 17.228)  0.291
H (12.571, 14.176, 13.045)  0.429
H (11.760, 15.590, 13.690)  0.246
H (10.815, 14.452, 12.764)  0.331
H (10.937, 7.094, 15.904)  0.421
H (12.285, 8.223, 16.526)  0.269
H (12.331, 7.702, 14.865)  0.393
C (8.199, 14.026, 10.447)  -1.025
O (9.445, 13.291, 10.556)  0.137
C (10.097, 12.905, 9.430)  0.079
C (9.933, 13.559, 8.216)  -0.790
C (10.289, 12.886, 7.029)  -0.039
Br (9.755, 13.371, 5.274)  -0.198
C (11.120, 11.772, 7.100)  -1.054
C (11.518, 11.279, 8.376)  0.655
C (10.928, 11.777, 9.530)  0.103
O (11.034, 11.162, 10.748)  0.639
C (12.445, 10.169, 8.429)  0.413
N (12.503, 9.236, 7.508)  -0.739
C (13.443, 8.311, 7.937)  0.190
C (13.805, 7.073, 7.482)  -0.720
C (14.562, 6.255, 8.303)  -0.351
C (15.034, 6.653, 9.544)  -0.763
C (14.560, 7.856, 10.132)  -0.589
C (13.897, 8.675, 9.255)  0.396
N (13.241, 9.874, 9.522)  0.070
H (7.409, 13.430, 10.043)  0.388
H (8.318, 14.935, 9.863)  0.408
H (8.012, 14.310, 11.476)  0.230
H (9.275, 14.404, 8.187)  0.501
H (11.299, 11.204, 6.197)  0.542
H (11.839, 10.575, 10.743)  -0.063
H (13.536, 6.710, 6.496)  0.430
H (14.839, 5.284, 7.886)  0.356
H (15.684, 6.039, 10.135)  0.411
H (14.801, 8.146, 11.148)  0.509
H (13.698, 10.552, 10.136)  0.310
C (9.275, 6.425, 9.822)  -1.152
C (7.952, 6.526, 10.578)  -0.628
As (7.615, 8.401, 11.171)  0.405
C (5.932, 8.186, 12.274)  -0.762
C (6.249, 7.503, 13.616)  -0.772
C (6.728, 9.149, 9.536)  -0.523
C (5.813, 8.352, 8.609)  -1.330
H (9.411, 5.412, 9.413)  0.396
H (10.116, 6.676, 10.482)  0.238
H (9.326, 7.128, 8.972)  0.275
H (7.941, 5.868, 11.478)  0.355
H (7.115, 6.230, 9.938)  0.404
H (5.179, 7.583, 11.740)  0.357
H (5.523, 9.183, 12.367)  0.476
H (6.835, 6.591, 13.390)  0.239
H (5.380, 7.249, 14.234)  0.395
H (6.929, 8.149, 14.207)  -0.115
H (7.553, 9.563, 8.950)  0.328
H (6.179, 9.990, 9.989)  0.438
H (6.388, 7.594, 8.083)  0.315
H (5.306, 9.007, 7.924)  0.393
H (5.065, 7.801, 9.168)  0.292
C (13.492, 15.153, 16.918)  -1.644
C (13.586, 13.760, 16.200)  1.955
C (13.944, 12.682, 17.251)  -1.526
C (14.609, 13.940, 15.103)  -1.570
C (12.193, 13.355, 15.829)  -1.606
H (14.468, 15.380, 17.390)  0.425
H (12.687, 15.192, 17.683)  0.289
H (13.308, 15.960, 16.188)  0.316
H (14.908, 12.899, 17.770)  0.417
H (14.031, 11.708, 16.756)  0.233
H (13.118, 12.621, 17.998)  0.390
H (15.596, 13.972, 15.608)  0.500
H (14.497, 14.880, 14.590)  0.363
H (14.618, 13.094, 14.373)  0.057
H (11.569, 13.203, 16.705)  1.263

Calculated values
- Multiplicity: 1
- Kohn-Sham gap: 8.13 eV
- E_HOMO: -8.410 eV
- Energy relative to the best compared isomer or geometry (same formula, charge and spin): 0.0 kcal per mole

Number 1: total energy -2148.5233 Eh. Number 2: total energy -7356.1394 Eh.